1.
Entry from the Open Molecules 2025 dataset: a structure of composition C34H28BrHfNP (wB97M-V/def2-TZVPD).

The geometry in ORCA input format:
```
! wB97M-V def2-TZVPD RIJCOSX def2/J DEFGRID3
* xyz 3 1
Hf -0.410 -0.239 -0.636
Br 1.455 0.021 1.261
C 1.992 1.881 0.978
C 2.994 2.496 1.656
C 3.293 3.827 1.279
C 2.621 4.455 0.264
C 1.582 3.794 -0.435
C 0.844 4.368 -1.505
C -0.153 3.675 -2.146
C -0.477 2.368 -1.723
C 0.228 1.757 -0.697
C 1.260 2.474 -0.058
H 3.547 2.012 2.449
H 4.078 4.347 1.808
H 2.884 5.468 -0.011
H 1.076 5.378 -1.817
H -0.703 4.135 -2.954
H -1.318 1.867 -2.224
C -6.572 0.370 0.996
C -5.138 0.184 0.665
C -4.744 -0.434 -0.532
C -3.415 -0.580 -0.825
N -2.436 -0.127 0.004
C -2.807 0.479 1.163
C -4.122 0.635 1.519
H -7.170 -0.472 0.649
H -6.940 1.262 0.481
H -6.724 0.514 2.063
H -5.484 -0.808 -1.226
H -3.098 -1.086 -1.732
H -2.006 0.840 1.800
H -4.365 1.115 2.456
C 4.394 -4.351 -0.226
C 4.022 -3.185 -0.889
C 2.728 -2.714 -0.769
C 1.799 -3.407 0.012
C 2.173 -4.582 0.665
C 3.473 -5.046 0.544
P 0.111 -2.802 0.039
C -0.814 -3.366 1.472
C -2.145 -3.775 1.362
C -2.847 -4.134 2.501
C -2.236 -4.074 3.746
C -0.920 -3.644 3.862
C -0.206 -3.285 2.731
C -0.725 -3.336 -1.482
C -1.148 -4.650 -1.691
C -1.662 -5.035 -2.919
C -1.764 -4.122 -3.963
C -1.353 -2.809 -3.783
C -0.843 -2.443 -2.546
H 5.406 -4.720 -0.314
H 4.741 -2.651 -1.495
H 2.448 -1.807 -1.305
H 1.458 -5.140 1.255
H 3.765 -5.958 1.046
H -2.628 -3.841 0.394
H -3.868 -4.478 2.415
H -2.785 -4.368 4.631
H -0.446 -3.601 4.833
H 0.825 -2.967 2.830
H -1.056 -5.378 -0.895
H -1.972 -6.060 -3.070
H -2.156 -4.436 -4.920
H -1.414 -2.097 -4.594
H -0.505 -1.379 -2.517
*
```

## Properties
orbital gap	6.68	eV
LUMO level	-10.147	eV



2.
Entry from the Open Molecules 2025 dataset: a structure of composition C34H28IN10O2SSeTi (wB97M-V/def2-TZVPD).

The geometry in ORCA input format:
```
! wB97M-V def2-TZVPD RIJCOSX def2/J DEFGRID3
* xyz 0 2
Ti -0.190 0.072 0.364
S -5.186 0.584 -5.727
N -3.629 0.167 -5.839
C -3.034 0.528 -4.705
C -1.621 0.402 -4.394
C -0.683 -0.078 -5.304
C 0.651 -0.042 -4.951
C 1.016 0.493 -3.715
N 0.143 0.944 -2.825
C -1.158 0.864 -3.151
C -2.122 1.370 -2.151
N -1.633 1.649 -0.930
C -2.421 2.289 -0.072
C -3.751 2.620 -0.354
C -4.290 2.233 -1.572
C -3.453 1.609 -2.498
C -3.915 1.162 -3.800
N -5.157 1.270 -4.264
H -1.016 -0.447 -6.262
H 1.416 -0.405 -5.621
H 2.057 0.562 -3.433
H -1.989 2.511 0.902
H -4.332 3.138 0.394
H -5.320 2.417 -1.840
C 0.417 1.540 4.819
N 1.091 2.400 3.855
C 2.127 3.270 4.361
C 0.904 2.171 2.526
N -0.128 1.553 2.046
N 1.913 2.643 1.703
C 2.061 2.338 0.356
N 3.097 2.951 -0.283
N 1.264 1.527 -0.230
H 1.065 1.422 5.686
H 0.253 0.551 4.392
H -0.534 1.965 5.154
H 1.845 3.606 5.357
H 2.225 4.162 3.743
H 3.098 2.764 4.439
H -0.775 1.299 2.788
H 2.767 2.903 2.171
H 3.729 3.500 0.278
H 3.553 2.346 -0.971
H 1.403 1.491 -1.245
I 3.085 -0.592 2.332
C 2.000 -2.374 2.453
C 2.740 -3.504 2.663
C 2.101 -4.707 3.018
C 0.760 -4.700 3.266
C -0.005 -3.522 3.082
C -1.365 -3.489 3.497
C -2.076 -2.334 3.391
C -1.503 -1.231 2.709
C -0.231 -1.222 2.186
C 0.583 -2.353 2.544
H 3.818 -3.471 2.600
H 2.686 -5.606 3.155
H 0.257 -5.589 3.620
H -1.799 -4.382 3.924
H -3.096 -2.280 3.744
H -2.187 -0.411 2.478
Se 1.665 -1.564 -1.013
C 3.039 -0.391 -1.375
N 3.828 0.419 -1.623
O -3.062 -0.537 0.314
C -2.491 -1.241 -0.514
O -1.206 -1.333 -0.601
C -3.239 -1.967 -1.587
C -4.620 -1.822 -1.660
C -5.328 -2.463 -2.662
C -4.657 -3.244 -3.592
C -3.280 -3.388 -3.521
C -2.569 -2.750 -2.520
H -5.120 -1.209 -0.926
H -6.401 -2.356 -2.718
H -5.211 -3.735 -4.379
H -2.760 -3.996 -4.247
H -1.492 -2.840 -2.449
*
```

## Properties
<S²>	0.75
relative energy (zero: lowest compared OMol25 entry of this formula, charge and spin)	1.297	eV
orbital gap (alpha / beta)	6.70 / 6.89	eV
LUMO level (alpha / beta)	-0.438 / -0.439	eV



Energy (computed, Ha): -4329.6093; -5957.4462